1:
# C4H7NO

C4H7NO in the gas phase (ωB97M-V with the def2-TZVPD basis set, OMol25).

```
13
Properties=species:S:1:pos:R:3
O -0.201 -1.020 0.137
N 3.273 -0.422 0.023
C 0.374 1.440 0.284
C -1.710 -1.212 0.124
C 2.190 -0.174 -0.159
C 0.636 0.054 -0.394
H 0.833 1.453 1.224
H -1.921 -1.345 -0.879
H -2.363 -0.564 0.611
H -0.635 1.688 0.376
H 0.628 2.166 -0.425
H 0.604 0.128 -1.452
H -1.709 -2.192 0.529
```

Its SMILES is CO[C@@H](C)C#N. For the frontier orbital gap, the calculation gives 11.24 eV. As for the total charge: 0. Its spin multiplicity is 1.

natural (NBO) atomic charge list, values in e, 5 entries:
1 O -0.578
2 N -0.323
3 C -0.626
4 C -0.224
5 C 0.257



2:
# C4H7NO

2 unconnected molecules or ions with the total composition C4H7NO (ωB97M-V with the def2-TZVPD basis set, OMol25).

```
13
Properties=species:S:1:pos:R:3
O -0.282 -1.020 0.680
N 2.816 0.280 -0.622
C 1.820 0.526 0.087
C -1.523 -1.316 0.032
C 0.529 0.868 0.158
C -0.333 1.867 0.067
H -1.425 -1.316 -1.056
H -1.326 1.831 0.494
H -2.248 -0.563 0.342
H -1.869 -2.278 0.403
H 3.309 -0.582 -0.395
H -0.021 2.816 -0.351
H 0.553 -1.113 0.161
```

Its SMILES is C=C=C=N.CO. For the frontier orbital gap (alpha / beta), the calculation gives 7.51 / 7.51 eV. As for the total charge: 0. Its spin multiplicity is 1.

natural (NBO) atomic charge list, values in e, 5 entries:
1 O -0.705
2 N -0.588
3 C 0.208
4 C -0.256
5 C -0.087



Most stable structure, least stable structure: 1, 2.



1:
# C4H7NO

C4H7NO in the gas phase (ωB97M-V with the def2-TZVPD basis set, OMol25).

```
13
Properties=species:S:1:pos:R:3
O -2.098 -1.139 0.378
N 0.856 -1.190 -0.016
C -1.268 -0.277 0.328
C -0.622 0.861 1.034
C 0.805 -0.001 -0.862
C -0.505 0.685 -0.504
H 1.673 0.660 -0.719
H 0.307 0.890 1.600
H -0.963 1.402 -1.182
H 0.791 -0.303 -1.912
H 1.087 -2.066 -0.454
H 1.299 -1.069 0.880
H -1.363 1.547 1.430
```

Its SMILES is NC[C@@H]1CC1=O. For the frontier orbital gap, the calculation gives 9.65 eV. As for the total charge: 0. Its spin multiplicity is 1.

natural (NBO) atomic charge list, values in e, 5 entries:
1 O -0.514
2 N -0.853
3 C 0.647
4 C -0.554
5 C -0.207



2:
# C4H7NO

C4H7NO in the gas phase (ωB97M-V with the def2-TZVPD basis set, OMol25).

```
13
Properties=species:S:1:pos:R:3
O -0.383 -1.508 1.270
N -0.135 1.480 0.638
C -0.310 1.178 -0.597
C 0.203 -0.941 0.130
C 0.957 0.347 0.515
C -0.762 -0.267 -0.877
H 0.804 -1.723 -0.351
H -1.820 -0.368 -0.588
H 1.169 0.609 1.534
H 1.857 0.590 -0.081
H -0.078 1.893 -1.392
H -0.651 -0.588 -1.913
H -0.809 -0.760 1.716
```

For the frontier orbital gap, the calculation gives 8.90 eV. As for the total charge: 0. Its spin multiplicity is 1.

natural (NBO) atomic charge list, values in e, 5 entries:
1 O -0.697
2 N -0.568
3 C 0.255
4 C 0.080
5 C -0.306



3:
# C4H7NO

A molecular structure, C4H7NO (ωB97M-V with the def2-TZVPD basis set, OMol25).

```
13
Properties=species:S:1:pos:R:3
O 0.274 2.094 -0.577
N 0.665 -0.849 -0.329
C 0.537 1.078 0.003
C -1.770 -0.086 0.000
C 1.740 0.133 -0.064
C -0.336 -0.095 0.474
H -0.268 -0.323 1.558
H 2.309 -0.050 0.869
H 0.835 -1.821 -0.107
H -2.370 0.632 0.573
H -2.225 -1.073 0.112
H -1.794 0.209 -1.051
H 2.414 0.379 -0.887
```

For the frontier orbital gap, the calculation gives 10.48 eV. As for the total charge: 0. Its spin multiplicity is 1.

natural (NBO) atomic charge list, values in e, 5 entries:
1 O -0.509
2 N -0.616
3 C 0.605
4 C -0.623
5 C -0.329



4:
# C4H7NO

A molecular structure, C4H7NO (ωB97M-V with the def2-TZVPD basis set, OMol25).

```
13
Properties=species:S:1:pos:R:3
O -0.627 -1.651 -0.823
N 0.935 -1.269 0.888
C -0.009 1.224 0.047
C -0.962 0.205 0.708
C 0.560 0.285 -0.979
C -0.199 -1.060 0.232
H -0.004 0.138 -1.891
H -1.956 0.223 0.261
H 1.372 -2.093 0.463
H -0.490 2.091 -0.416
H 1.620 0.067 -1.028
H 0.769 1.535 0.746
H -1.007 0.305 1.792
```

For the frontier orbital gap (alpha / beta), the calculation gives 7.29 / 7.51 eV. As for the total charge: 0. Its spin multiplicity is 1.

natural (NBO) atomic charge list, values in e, 5 entries:
1 O -0.667
2 N -0.738
3 C -0.477
4 C -0.449
5 C 0.097



Most stable structure, least stable structure: 3, 4.



1:
# C4H7NO

2 unconnected molecules or ions with the total composition C4H7NO (ωB97M-V with the def2-TZVPD basis set, OMol25).

```
13
Properties=species:S:1:pos:R:3
O 0.351 1.407 -0.730
N 2.601 -0.125 0.172
C 1.415 -0.409 0.250
C 0.242 -1.024 0.278
C -0.908 -0.596 -0.579
C -0.701 0.857 -0.933
H -0.899 -1.106 -1.555
H 0.217 -1.924 0.876
H -1.900 -0.791 -0.140
H -0.694 0.545 1.718
H -1.208 1.079 1.705
H -1.505 1.411 -1.446
H 2.957 0.758 0.526
```

Its SMILES is N=C=CCC=O.[H][H]. For the frontier orbital gap, the calculation gives 9.48 eV. As for the total charge: 0. Its spin multiplicity is 1.

natural (NBO) atomic charge list, values in e, 5 entries:
1 O -0.517
2 N -0.660
3 C 0.496
4 C -0.494
5 C -0.525



2:
# C4H7NO

C4H7NO in the gas phase (ωB97M-V with the def2-TZVPD basis set, OMol25).

```
13
Properties=species:S:1:pos:R:3
O 1.252 0.634 0.052
N -0.403 -1.369 -0.775
C 0.713 -0.131 1.122
C 0.173 1.090 -0.753
C -0.878 0.001 -0.655
C -0.530 -0.784 0.551
H -1.266 -1.226 1.217
H -0.237 2.041 -0.379
H 0.566 1.253 -1.762
H -1.897 0.200 -0.974
H 0.442 0.506 1.979
H 1.489 -0.834 1.444
H 0.574 -1.382 -1.065
```

Its SMILES is C1OC[C@H]2N[C@@H]12. For the frontier orbital gap, the calculation gives 10.67 eV. As for the total charge: 0. Its spin multiplicity is 1.

natural (NBO) atomic charge list, values in e, 5 entries:
1 O -0.527
2 N -0.575
3 C -0.087
4 C -0.087
5 C -0.113



3:
# C4H7NO

C4H7NO in the gas phase (ωB97M-V with the def2-TZVPD basis set, OMol25).

```
13
Properties=species:S:1:pos:R:3
O -0.046 -0.313 1.174
N 1.005 0.586 0.998
C 1.350 0.601 -0.220
C -0.593 -0.656 -0.120
C -1.821 0.180 -0.420
C 0.552 -0.331 -1.075
H 0.256 0.172 -1.989
H 1.202 -1.169 -1.340
H -0.894 -1.730 -0.094
H -2.525 0.029 0.423
H -1.505 1.258 -0.478
H 2.180 1.210 -0.545
H -2.307 -0.132 -1.337
```

Its SMILES is C[C@H]1CC=NO1. For the frontier orbital gap, the calculation gives 10.40 eV. As for the total charge: 0. Its spin multiplicity is 1.

natural (NBO) atomic charge list, values in e, 5 entries:
1 O -0.378
2 N -0.083
3 C 0.010
4 C 0.069
5 C -0.632



4:
# C4H7NO

C4H7NO in the gas phase (ωB97M-V with the def2-TZVPD basis set, OMol25).

```
13
Properties=species:S:1:pos:R:3
O 1.371 0.067 1.157
N -2.094 1.956 0.202
C 0.079 -0.695 -0.677
C 1.178 0.257 -0.233
C -1.161 -0.495 0.203
C -1.724 0.861 0.135
H 0.414 -1.730 -0.541
H 1.855 0.826 1.501
H 0.869 1.290 -0.449
H -1.935 -1.243 0.002
H -0.129 -0.550 -1.743
H -0.826 -0.591 1.235
H 2.102 0.047 -0.791
```

Its SMILES is N#CCCCO. For the frontier orbital gap, the calculation gives 11.60 eV. As for the total charge: 0. Its spin multiplicity is 1.

natural (NBO) atomic charge list, values in e, 5 entries:
1 O -0.733
2 N -0.340
3 C -0.401
4 C -0.070
5 C -0.523



Most stable structure, least stable structure: 4, 1.



1:
# C4H7NO

C4H7NO in the gas phase (ωB97M-V with the def2-TZVPD basis set, OMol25).

```
13
Properties=species:S:1:pos:R:3
O 1.993 0.344 -2.309
N -0.036 -0.185 0.534
C -0.927 0.862 1.042
C 1.112 0.070 -1.513
C -0.510 -1.357 0.186
C 1.167 0.111 -0.083
H -1.615 1.124 0.230
H -1.495 0.527 1.913
H -1.574 -1.519 0.064
H -0.334 1.743 1.287
H 0.191 -2.166 0.057
H 0.069 -0.162 -1.868
H 1.960 0.608 0.460
```

For the frontier orbital gap (alpha / beta), the calculation gives 7.84 / 7.84 eV. As for the total charge: 0. Its spin multiplicity is 1.

natural (NBO) atomic charge list, values in e, 5 entries:
1 O -0.602
2 N -0.263
3 C -0.421
4 C 0.326
5 C -0.112



2:
# C4H7NO

2 unconnected molecules or ions with the total composition C4H7NO (ωB97M-V with the def2-TZVPD basis set, OMol25).

```
13
Properties=species:S:1:pos:R:3
O -1.662 -2.644 -1.279
N 1.483 1.366 0.830
C 0.339 1.127 1.590
C 0.008 0.411 -0.531
C 1.215 1.062 -0.459
C -0.545 0.455 0.767
H -1.430 -0.098 1.041
H 2.320 1.811 1.154
H -0.349 0.007 -1.464
H 0.255 1.544 2.578
H 1.764 1.406 -1.324
H -2.437 -3.225 -1.270
H -0.961 -3.220 -1.634
```

Its SMILES is c1cc[nH]c1.O. For the frontier orbital gap, the calculation gives 8.87 eV. As for the total charge: 0. Its spin multiplicity is 1.

natural (NBO) atomic charge list, values in e, 5 entries:
1 O -0.934
2 N -0.511
3 C -0.093
4 C -0.307
5 C -0.076



Most stable structure, least stable structure: 2, 1.